(1)
108
Properties=species:S:1:pos:R:3:forces:R:3 method="wB97M-V/def2-TZVPD" e_tot_ha=-1785.7429 largest_force_ev_per_a=14.02 smiles=CC(C)O.CC(C)O.CC(C)O.CC(C)O.CC(C)O.CC(C)O.CC(C)O.CC(C)O.CO.CO
C -2.750210 2.590583 0.751381 2.3 -1.4 -0.5
C -3.037504 1.152897 0.225775 -7.1 8.2 -2.4
C -3.097142 1.112969 -1.219331 0.9 1.3 -3.9
O -2.364239 0.178040 0.572674 6.9 -6.4 2.4
H -3.491173 3.297415 0.466074 -0.6 0.4 -0.4
H -1.704917 2.947352 0.467607 -1.3 -0.4 0.1
H -2.740683 2.473485 1.794400 -0.1 0.4 1.6
H -4.072691 0.900330 0.558076 -0.2 1.0 -0.1
H -3.565154 0.207755 -1.475458 -0.5 -1.4 -0.6
H -2.053335 1.072932 -1.722285 -1.6 0.3 1.0
H -3.713400 1.894179 -1.722388 0.7 -0.2 0.5
H -2.710240 -0.109731 1.373698 -0.2 -1.4 2.5
C 2.390853 -1.690609 -0.412231 -0.6 1.6 0.3
C 3.391210 -1.849148 -1.556432 1.7 -4.5 5.1
C 3.216726 -3.183105 -2.221896 -1.7 -0.9 1.9
O 3.262657 -0.992220 -2.481236 -0.9 4.7 -5.5
H 2.247585 -2.557335 0.164609 0.8 -1.3 1.2
H 1.305463 -1.583252 -0.651431 0.8 0.5 -0.7
H 2.615156 -0.795244 0.229462 -0.1 -1.0 -0.4
H 4.465753 -1.818096 -1.135637 -1.2 -0.1 0.1
H 3.510824 -4.039298 -1.615054 -0.4 0.1 0.4
H 3.828764 -3.258080 -3.034935 1.6 0.1 -2.5
H 2.162940 -3.255448 -2.542400 0.5 -0.4 0.1
H 3.404101 -0.092797 -2.200091 -0.1 0.8 0.3
C 1.206178 -2.023654 -4.943661 -1.7 0.7 -1.0
C 0.259447 -1.490839 -3.878677 4.8 6.8 -1.5
C -0.976746 -0.859619 -4.317070 0.5 4.2 -0.1
O 0.002862 -2.287663 -2.938979 -1.3 -6.9 7.2
H 1.674589 -1.241558 -5.581056 0.0 -0.5 0.7
H 0.401397 -2.439140 -5.532934 0.4 -1.1 -1.2
H 1.856355 -2.777810 -4.542318 0.4 0.0 -0.1
H 0.821947 -0.712771 -3.281465 0.0 0.7 -1.5
H -0.727036 -0.101140 -5.098564 -0.4 -0.3 0.5
H -1.454718 -0.331475 -3.444950 0.4 -0.5 -0.9
H -1.643325 -1.506066 -4.724762 -2.1 -2.2 -1.2
H 0.535226 -2.102572 -2.118537 -0.9 -0.6 -1.5
C -1.752194 4.562906 -2.352751 0.3 -0.4 0.0
C -0.733810 3.545994 -2.936465 -8.7 -0.7 -5.6
C -0.441441 3.786731 -4.414719 -1.3 0.8 -0.5
O 0.336450 3.416365 -2.333967 8.9 0.1 6.1
H -1.734972 4.449022 -1.264783 -0.5 -0.1 -0.1
H -2.788225 4.540944 -2.793069 1.1 -0.4 0.5
H -1.382178 5.559293 -2.523149 0.3 0.6 -0.2
H -1.160574 2.503980 -2.904526 -1.2 0.9 -0.4
H 0.073161 2.955667 -4.847258 0.5 -0.7 -0.2
H 0.146326 4.685513 -4.596392 0.1 0.1 0.2
H -1.376395 3.881703 -4.962261 -0.1 0.1 -0.2
H 0.608155 2.511332 -2.453801 0.8 -0.2 0.3
C -0.655020 0.607869 5.200511 1.2 1.3 -0.9
C -1.456969 1.859187 4.741342 10.0 0.9 0.5
C -0.804408 2.517404 3.521986 1.0 0.8 -0.2
O -2.626366 1.605280 4.439132 -10.1 -1.9 -1.8
H -0.473779 -0.026672 4.292694 -0.4 0.2 1.2
H -1.099736 0.121339 6.058879 -0.4 -0.4 -0.1
H 0.330448 0.983274 5.551883 -0.3 -0.4 -0.3
H -1.365683 2.598954 5.484033 0.1 1.1 1.6
H -0.871051 1.877936 2.645344 -0.3 -0.1 -0.1
H 0.288303 2.651278 3.638809 -0.5 0.3 0.3
H -1.312838 3.508808 3.310492 0.7 -1.1 0.2
H -3.164332 1.798313 5.204374 -0.9 -0.4 -0.1
C -2.095976 -2.360913 -0.956770 -1.3 0.8 -0.9
C -2.543666 -3.774938 -1.439768 8.2 0.9 3.8
C -2.396938 -4.643904 -0.166998 0.2 -1.5 -0.9
O -3.712140 -3.807713 -1.940066 -6.1 0.3 -3.2
H -2.614766 -2.088156 -0.040110 -0.3 -0.1 0.0
H -2.379993 -1.595543 -1.739823 0.4 -0.7 0.8
H -1.044461 -2.237282 -0.733495 0.2 -0.3 -0.1
H -1.760976 -4.012219 -2.203539 -0.2 -0.5 0.5
H -1.574584 -4.454465 0.512987 0.2 0.7 -0.3
H -2.284033 -5.707526 -0.386216 0.0 -0.2 -0.4
H -3.276969 -4.633400 0.434192 -0.9 0.5 0.4
H -3.652542 -3.286305 -2.763029 -0.6 -0.4 0.4
C 2.044668 0.080951 3.296806 -0.2 0.3 -2.3
C 2.963386 1.309299 3.254575 2.5 -6.4 -7.9
C 2.843446 2.155980 1.990160 -0.7 -1.1 -3.8
O 2.827416 2.078037 4.179618 -2.6 8.5 10.9
H 2.401481 -0.659427 2.556358 -0.1 0.5 0.0
H 1.063574 0.448094 2.928022 0.5 -0.5 0.3
H 1.906692 -0.528649 4.164321 0.3 0.4 1.2
H 4.049319 1.076281 3.361511 0.1 -1.6 -1.5
H 1.940858 2.753107 1.662814 0.3 -0.9 1.4
H 2.998842 1.528773 1.092605 -0.1 -0.1 0.2
H 3.638048 2.860681 1.822397 0.8 0.5 0.8
H 3.366934 2.841404 3.949436 -0.3 0.4 0.9
C -0.200643 -2.409305 2.066690 -0.4 -0.8 0.7
C -0.554751 -3.358468 3.190442 7.0 4.4 3.4
C -0.663924 -2.725677 4.589591 0.5 -1.8 1.0
O -1.586511 -3.979926 2.913625 -8.8 -5.0 -2.8
H -1.008964 -1.855152 1.639404 -1.0 -0.1 -0.1
H 0.249372 -3.014191 1.323222 0.4 -0.3 -1.1
H 0.464553 -1.665191 2.351994 1.5 1.1 0.6
H 0.230591 -4.097570 3.339290 1.3 0.1 -0.3
H -1.428786 -2.033449 4.712806 -1.3 1.7 -0.3
H 0.269743 -2.351098 4.911180 1.1 1.0 0.2
H -0.901313 -3.438879 5.433681 0.2 -0.2 -1.2
H -1.687999 -4.686285 3.543924 -0.6 -0.5 0.1
C 0.693420 1.023923 -0.458198 -1.8 -1.8 -1.0
O 0.292600 0.117960 0.543942 0.3 0.0 0.2
H 1.701111 0.851392 -0.745579 1.0 -0.1 -0.1
H 0.547825 2.001071 -0.072514 -0.2 1.3 -0.3
H 0.054918 0.734083 -1.373336 0.8 1.1 0.8
H -0.672467 0.223984 0.555299 0.0 -0.4 0.3
C 3.552602 2.956870 -1.329137 0.4 -1.3 1.6
O 3.705271 1.700767 -1.987988 0.5 -0.9 -0.2
H 2.532467 3.157548 -0.995475 0.1 -0.5 -0.1
H 3.791582 3.604423 -2.087714 0.6 2.5 -1.2
H 4.254308 2.979714 -0.466081 -0.5 0.4 -0.5
H 4.616979 1.689598 -2.351369 -0.9 0.0 0.3


(2)
9
Properties=species:S:1:pos:R:3:forces:R:3 method="wB97M-V/def2-TZVPD" e_tot_ha=-824.8102 largest_force_ev_per_a=2.99
C 0.224003 -1.688298 -0.983249 -0.2 -2.0 -0.1
C -0.246214 0.422660 0.532549 -0.4 -2.0 -0.5
C -0.042780 -0.398991 -0.540437 0.1 1.6 0.4
C 0.108868 1.706253 0.347266 1.3 2.5 -0.9
O 1.062167 -2.159345 -1.688440 0.2 0.9 0.4
F -0.770317 -2.539013 -0.550999 -0.4 0.3 0.1
F 0.536476 2.265644 -0.784634 -0.7 -1.1 0.8
F 0.287070 2.598692 1.277178 -0.5 -0.5 0.4
I -1.159272 -0.207601 2.390766 0.5 0.3 -0.4


(3)
128
Properties=species:S:1:pos:R:3:forces:R:3 method="wB97M-V/def2-TZVPD" e_tot_ha=-5045.9746 total_charge=+1 largest_force_ev_per_a=3.66
Be 0.835949 2.153738 -2.089102 -0.8 -0.8 3.5
C -0.696237 0.482544 -0.065761 0.2 3.1 0.0
O 0.693914 0.324233 -0.284314 0.2 0.0 0.9
O -1.140914 1.192300 -1.122715 0.4 -0.3 -1.8
C -1.398672 -0.826736 0.321057 0.5 0.1 -0.9
F -2.720713 -0.752194 0.198975 -0.1 0.0 0.0
F -0.965719 -1.860983 -0.441890 -0.3 -0.1 0.2
F -1.119636 -1.144667 1.600877 0.0 -0.1 0.0
C 1.480446 0.035233 0.870037 0.7 -1.8 -0.3
C 2.940551 0.268487 0.508145 -0.7 -0.6 -0.1
H 3.143913 -0.454574 -0.284531 0.2 0.2 -0.1
H 3.104767 1.264634 0.106035 0.1 0.1 0.3
H 3.552985 -0.024564 1.359490 0.2 0.4 -0.1
H 1.384667 -1.054403 1.002531 0.1 0.0 0.2
H 1.177454 0.403929 1.852907 -0.4 0.9 -0.5
H -0.853496 1.162397 0.796006 0.3 -0.6 0.7
C 5.543327 3.350451 -3.135469 0.0 -0.1 -0.1
S 4.689720 2.359049 -1.908033 -0.3 -0.9 -0.2
O 3.226150 2.451389 -2.215857 -1.2 0.4 -0.3
C 5.171000 0.724932 -2.517003 0.9 0.6 -0.3
H 5.112000 4.342053 -3.011885 0.3 0.1 0.0
H 5.411802 3.023935 -4.167149 -0.4 -0.2 0.1
H 6.612616 3.318408 -2.926691 0.0 0.2 0.3
H 6.264297 0.700699 -2.488067 0.0 -0.1 0.0
H 4.857505 0.689251 -3.558804 -0.2 -0.2 0.1
H 4.803688 -0.100324 -1.916056 -0.3 0.2 0.1
C -1.094845 0.718071 4.574885 -0.6 0.3 0.1
S -1.907739 2.345330 4.772044 -0.3 -0.5 -0.2
O -1.966800 3.008325 3.431859 0.3 -0.1 -0.2
C -3.541539 1.610131 4.999630 0.1 -0.2 0.5
H -0.155795 0.851732 4.046540 0.2 0.0 0.3
H -1.761552 0.046013 4.035705 0.1 0.1 -0.2
H -0.983043 0.319943 5.583215 0.4 0.0 0.0
H -3.517664 0.954217 5.872958 0.1 0.0 0.0
H -3.736531 1.010674 4.112755 -0.2 0.2 -0.1
H -4.309097 2.358278 5.178258 0.1 0.2 -0.2
C 2.242665 -2.211938 -4.048572 0.2 -0.5 -0.1
S 1.368297 -1.398287 -2.710262 -0.8 0.4 -0.6
O 1.589849 0.072548 -2.983149 0.1 1.5 0.1
C -0.287579 -1.728969 -3.342665 -0.2 -0.4 0.1
H 2.078973 -1.681879 -4.984650 0.0 0.2 0.1
H 1.889038 -3.238873 -4.161773 -0.2 0.1 0.1
H 3.302409 -2.304904 -3.815058 0.0 0.4 0.1
H -1.033967 -1.336677 -2.657149 0.2 0.0 0.1
H -0.365257 -2.816302 -3.408416 -0.2 0.0 0.1
H -0.489025 -1.292813 -4.321168 0.5 0.1 -0.1
C 1.004237 -6.249731 -1.419962 -0.6 0.2 0.3
S 1.414613 -5.713717 0.280366 0.1 -0.2 -1.0
O 2.867662 -6.023742 0.375299 0.1 0.2 0.4
C 1.275671 -3.928747 -0.100733 -0.1 -0.4 0.1
H -0.081218 -6.213860 -1.535516 0.0 -0.1 0.0
H 1.352197 -7.270890 -1.547100 0.1 0.0 0.1
H 1.461542 -5.594270 -2.159881 0.2 0.0 0.1
H 2.287697 -3.666019 -0.402114 -0.1 0.2 -0.1
H 0.940728 -3.346848 0.754734 0.2 -0.1 0.2
H 0.544300 -3.791625 -0.893984 0.1 0.0 -0.1
C -1.807628 4.368435 0.343073 0.1 0.3 0.7
S -1.541398 4.966043 -1.331110 -0.5 -0.5 0.4
O -0.325990 4.183829 -1.763927 1.1 -0.9 -1.4
C -2.978005 4.212774 -2.086880 -0.2 -0.6 -0.3
H -1.027476 4.803460 0.970425 0.2 -0.1 -0.2
H -1.735246 3.283236 0.368540 0.1 0.0 -0.3
H -2.730460 4.688543 0.827920 -0.2 0.0 -0.5
H -3.888563 4.606786 -1.634449 0.1 0.0 0.2
H -2.933229 3.132746 -1.937104 0.1 0.1 0.3
H -3.036063 4.358418 -3.165553 0.4 0.4 0.0
C 3.728842 4.142251 1.075000 -1.0 -0.7 -0.5
S 1.911463 4.036497 1.007013 -0.6 1.1 0.3
O 1.374474 3.148444 -0.068245 0.5 -1.1 -0.5
C 1.695355 3.144139 2.546629 0.4 -0.5 0.1
H 4.071309 4.613952 0.158086 0.0 0.2 0.1
H 4.135813 3.134441 1.143218 0.2 0.1 0.3
H 3.871176 4.765884 1.954675 0.4 -0.1 0.0
H 1.937896 3.740907 3.425759 0.0 0.3 -0.2
H 2.382627 2.298051 2.536360 -0.2 -0.2 0.0
H 0.662341 2.809192 2.634493 -0.1 0.1 -0.2
C -4.728442 -3.137618 -1.111262 -0.4 0.8 -0.7
C -5.430665 -2.112261 -1.898750 0.1 0.0 0.0
N -5.996554 -1.317330 -2.503039 0.1 -0.1 0.0
H -5.294885 -4.055216 -1.248623 0.2 -0.2 0.4
H -4.697081 -2.770437 -0.088093 0.0 -0.4 0.2
H -3.721184 -3.232218 -1.512227 0.0 -0.2 0.1
C 4.872512 -0.435760 3.824757 -0.2 -0.3 0.4
C 3.499870 0.001635 4.069487 0.6 0.1 -0.2
N 2.471571 0.417062 4.354319 -0.5 0.0 -0.1
H 5.333037 -0.454899 4.813484 0.3 0.0 -0.1
H 5.418223 0.228628 3.160683 -0.1 0.2 0.0
H 4.909076 -1.436756 3.398956 -0.1 0.0 0.0
N -4.653323 1.686769 -0.781862 0.1 -0.7 0.7
C -4.512061 2.425865 0.366609 -0.1 0.0 -0.6
C -5.667939 3.155158 0.519207 -0.1 0.2 0.4
C -6.546598 2.784681 -0.528973 0.0 -0.6 -0.6
C -5.918872 1.809903 -1.268289 0.4 1.2 -0.7
H -3.938803 1.060919 -1.113847 -0.1 -0.1 0.0
H -3.575842 2.362647 0.894241 -0.2 0.1 0.3
H -5.897464 3.861674 1.300584 0.2 0.0 0.1
H -7.493122 3.175220 -0.866448 -0.1 0.2 0.6
H -6.176792 1.439138 -2.245653 -0.1 -0.4 0.2
N 6.320910 -3.718113 1.679966 0.0 0.1 -1.0
C 5.191575 -3.843572 0.914823 -0.3 -0.4 1.0
C 4.884058 -2.609317 0.416736 -0.1 0.0 -0.4
C 5.914464 -1.717315 0.808513 0.6 -0.2 -0.4
C 6.830496 -2.454889 1.518385 -0.1 0.1 0.9
H 6.777600 -4.512092 2.091942 0.2 0.1 0.1
H 4.670711 -4.788282 0.924046 -0.2 0.1 -0.3
H 4.048087 -2.367721 -0.218206 0.0 -0.1 0.1
H 6.030212 -0.694795 0.484443 0.0 0.1 0.2
H 7.749762 -2.191703 2.015242 0.0 0.2 -0.1
N -2.537860 -2.973681 3.425261 0.5 -0.7 0.9
C -3.565476 -2.118071 3.734402 0.7 -0.1 -0.4
C -4.257795 -2.659910 4.797873 -0.1 0.4 -1.2
C -3.637434 -3.892628 5.091562 0.0 -0.4 1.2
C -2.526209 -4.026252 4.312454 -0.3 0.3 -0.8
H -1.780164 -2.888342 2.774775 -0.2 0.6 -0.2
H -3.623396 -1.226810 3.130110 -0.5 0.1 0.2
H -5.171881 -2.245815 5.187606 0.0 -0.1 0.2
H -3.966344 -4.574410 5.860251 0.1 0.0 0.0
H -1.717298 -4.734260 4.257036 -0.2 -0.3 0.1
N -2.266619 1.413538 -4.979828 0.4 1.1 0.5
C -3.114196 0.941281 -4.011240 0.0 -0.6 -0.6
C -4.271425 0.586764 -4.662151 -0.3 -0.4 0.1
C -4.119856 0.906948 -6.030428 0.1 0.8 -0.4
C -2.907496 1.540754 -6.181317 0.2 -1.1 0.1
H -1.354207 1.775822 -4.771438 0.0 0.2 -0.1
H -2.744679 0.828295 -3.005514 -0.1 0.0 0.1
H -5.151630 0.109189 -4.262455 0.2 0.0 0.3
H -4.820036 0.735614 -6.830957 -0.2 0.1 0.1
H -2.405364 1.990549 -7.019904 -0.1 -0.1 -0.1


(4)
52
Properties=species:S:1:pos:R:3:forces:R:3 method="wB97M-V/def2-TZVPD" e_tot_ha=-1853.7064 total_charge=+1 largest_force_ev_per_a=3.65
Au 0.237915 0.181485 0.636750 -0.8 0.6 -0.6
C -2.781085 0.052985 -4.006850 0.1 0.1 0.2
C -1.658185 0.843185 -4.218050 -0.3 -0.1 -0.2
C -0.593385 0.793485 -3.343450 0.1 0.0 0.7
C -0.653485 -0.037515 -2.217350 -1.6 0.0 -1.2
C -1.811685 -0.791915 -1.978150 0.7 0.1 -0.3
C -2.851085 -0.760715 -2.881650 -0.2 0.1 -0.3
N 0.387515 -0.154115 -1.315850 1.5 0.1 -0.1
C 1.645315 -0.530315 -1.681950 -1.2 0.2 0.8
C 2.093315 -0.708915 -2.999550 0.6 -0.3 -0.7
C 3.408315 -1.062115 -3.240450 -1.4 0.4 0.0
C 4.293315 -1.286415 -2.188650 0.4 -0.1 1.8
C 3.867815 -1.183315 -0.871250 1.2 -0.4 -1.1
C 2.552215 -0.818515 -0.607850 -0.6 0.1 0.5
N 1.987615 -0.692315 0.624150 1.7 -0.7 1.0
N 2.574915 -0.855015 1.774250 1.6 -0.5 -3.2
C 1.854915 -0.468815 2.815150 -2.1 0.6 2.2
C 2.291915 -0.725515 4.132750 0.0 0.0 -1.1
C 1.476715 -0.427815 5.194050 -0.7 0.4 0.0
C 0.234015 0.173385 4.954050 0.6 -0.3 0.2
C -0.132485 0.452185 3.656650 -0.4 0.1 0.0
N 0.625115 0.143285 2.602950 1.0 -0.3 1.2
H -3.608885 0.092085 -4.698650 0.0 0.0 -0.1
H -1.622285 1.505485 -5.070550 0.0 0.0 -0.1
H 0.265715 1.432885 -3.482850 0.1 0.0 -0.1
H -1.842585 -1.433015 -1.111050 0.0 0.0 0.1
H -3.719985 -1.378715 -2.714350 -0.1 0.0 0.0
H 1.414915 -0.569915 -3.826750 0.0 0.0 0.0
H 3.750815 -1.149815 -4.259150 0.0 -0.1 -0.1
H 5.314115 -1.558815 -2.402550 0.1 0.0 0.1
H 4.533615 -1.373715 -0.046750 0.1 0.0 0.1
H 3.257215 -1.186115 4.256650 0.1 -0.1 0.0
H 1.783515 -0.655315 6.203350 0.1 0.0 0.1
H -0.433385 0.403485 5.768450 -0.1 0.1 0.0
H -1.080385 0.923085 3.446150 -0.1 0.1 -0.1
C -0.117385 -3.399115 0.920050 0.2 -0.3 0.1
O -0.823385 -2.167115 0.927950 -0.4 -0.1 0.3
H -0.802085 -4.247115 0.861550 0.1 0.0 -0.1
H 0.503815 -3.508515 1.813250 0.0 0.0 0.0
H 0.525515 -3.396215 0.040550 0.0 0.0 0.0
H -1.501285 -2.199015 1.613850 0.0 0.0 -0.1
F 0.563015 3.026585 0.897550 -0.1 0.3 0.0
C -0.767985 2.853185 0.761250 -0.1 -0.1 0.0
C -1.242285 1.552285 0.631250 -0.5 0.7 0.0
C -2.613885 1.419785 0.494850 0.1 0.0 0.0
F -3.148885 0.192485 0.392250 -0.1 0.1 0.1
C -3.472285 2.518385 0.481950 0.1 -0.1 0.0
F -4.784285 2.340585 0.340450 0.1 0.0 0.0
C -2.958285 3.803085 0.623650 0.1 -0.2 0.0
F -3.768485 4.855185 0.626250 0.1 -0.2 0.0
C -1.584285 3.974385 0.765750 0.0 -0.1 0.0
F -1.069485 5.192885 0.905950 -0.1 -0.1 0.0